Formula: C5H3F6NO2
Source: the Open Molecules 2025 dataset
Level of theory: the ωB97M-V functional and the def2-TZVPD basis

Summary:
- multiplicity = 1
- SMILES string = CN(C(=O)C(F)(F)F)C(=O)C(F)(F)F
- charge = 0

```
17
Properties=species:S:1:pos:R:3:mulliken_charge:R:1
O 0.016 1.030 -1.154 -0.513
O 2.455 -1.767 -0.173 -0.554
F -2.264 0.151 1.122 -0.245
F -2.565 1.180 -0.948 -0.184
F -2.632 -1.014 -0.559 -0.259
F 2.342 -1.928 -2.934 -0.233
F 2.024 0.255 -2.435 -0.195
F 0.368 -1.301 -2.897 -0.251
C -0.419 0.162 -0.447 0.320
C 1.528 -1.214 -0.809 0.283
N 0.396 -0.906 0.000 0.212
C -2.041 0.187 -0.228 0.790
C 1.583 -1.040 -2.301 0.763
C 0.041 -1.671 1.238 -0.859
H 0.954 -1.987 1.832 0.298
H -0.615 -2.556 0.903 0.317
H -0.553 -1.041 1.963 0.311
```

Formula: C23H40CaIN4SSi3
Source: the Open Molecules 2025 dataset
Level of theory: the ωB97M-V functional and the def2-TZVPD basis

Summary:
- multiplicity = 1
- charge = +1

```
73
Properties=species:S:1:pos:R:3:mulliken_charge:R:1
Ca -0.250 -0.504 -1.290 0.488
C -3.179 0.814 1.184 -0.849
Si -2.205 -0.737 1.588 0.089
C -3.036 -2.161 0.675 -0.771
C -2.451 -1.027 3.405 -1.066
C -0.442 -0.542 1.079 1.296
Si 0.653 -1.846 1.771 -0.471
C -0.139 -3.526 1.598 -0.990
C 1.085 -1.560 3.557 -0.838
C 2.271 -1.970 0.821 -0.640
Si 0.167 1.165 1.363 -0.724
C 2.015 1.396 1.161 -0.727
C -0.319 1.955 2.978 -1.124
C -0.427 2.330 -0.062 0.329
C -0.642 3.699 0.100 -0.656
C -0.905 4.499 -1.001 -0.466
C -0.952 3.928 -2.271 -0.613
C -0.751 2.571 -2.383 -1.127
N -0.498 1.784 -1.312 0.940
H -4.247 0.583 1.058 0.476
H -2.825 1.288 0.270 0.026
H -3.092 1.560 1.990 0.280
H -4.074 -1.904 0.418 0.371
H -3.063 -3.069 1.295 0.400
H -2.517 -2.436 -0.256 -0.026
H -3.522 -1.101 3.644 0.424
H -2.024 -0.208 4.001 0.284
H -1.971 -1.964 3.726 0.292
H -1.046 -3.615 2.215 0.224
H 0.558 -4.316 1.918 0.413
H -0.427 -3.732 0.558 0.267
H 0.180 -1.484 4.177 0.265
H 1.651 -0.621 3.673 0.247
H 1.705 -2.377 3.957 0.419
H 2.117 -2.135 -0.258 0.023
H 2.849 -2.828 1.199 0.473
H 2.890 -1.069 0.935 0.117
H 2.584 0.887 1.955 0.461
H 2.243 2.471 1.215 0.461
H 2.368 1.025 0.186 -0.294
H -0.170 1.230 3.792 0.293
H -1.378 2.253 2.986 0.364
H 0.290 2.845 3.203 0.421
H -0.599 4.132 1.096 0.457
H -1.064 5.564 -0.879 0.472
H -1.140 4.526 -3.154 0.457
H -0.797 2.082 -3.350 0.399
C 4.768 1.628 -1.431 -0.941
N 4.707 0.185 -1.619 0.165
C 5.806 -0.685 -1.175 -0.582
C 5.328 -2.090 -1.580 -0.562
N 3.978 -1.809 -2.089 -0.027
C 3.692 -0.502 -2.130 0.140
S 2.251 0.165 -2.745 -0.372
H 5.606 2.042 -1.990 0.310
H 4.896 1.866 -0.375 0.333
H 3.846 2.072 -1.790 0.282
H 5.942 -0.594 -0.098 0.316
H 6.736 -0.396 -1.659 0.401
H 5.288 -2.764 -0.730 0.254
H 5.955 -2.536 -2.347 0.354
H 3.456 -2.456 -2.648 0.248
I -2.105 -2.665 -3.457 0.148
C -3.394 -1.127 -2.898 0.154
C -4.756 -1.340 -2.925 -0.596
C -5.567 -0.238 -2.707 -0.359
C -4.985 1.001 -2.502 -0.843
C -3.606 1.092 -2.476 0.012
N -2.794 0.030 -2.651 0.036
H -5.168 -2.318 -3.130 0.414
H -6.646 -0.346 -2.720 0.431
H -5.591 1.887 -2.349 0.430
H -3.120 2.042 -2.307 0.308
```

Formula: C50H45F2N6NaO5
Source: the Open Molecules 2025 dataset
Level of theory: the ωB97M-V functional and the def2-TZVPD basis

Summary:
- multiplicity = 1
- charge = -2

```
109
Properties=species:S:1:pos:R:3:mulliken_charge:R:1
Na 0.751 -0.191 -0.903 1.363
N 4.222 -1.354 2.054 0.164
C 3.324 -1.818 1.172 -0.856
N 3.011 -0.880 0.319 0.475
C 3.751 0.180 0.739 -0.030
N 4.511 -0.057 1.790 -0.984
C 3.661 1.481 0.067 0.484
C 4.414 2.590 0.446 -0.444
N 4.276 3.761 -0.162 -0.699
C 3.378 3.813 -1.144 -0.470
C 2.636 2.704 -1.534 -0.546
N 2.783 1.542 -0.923 0.736
H 4.612 -1.810 2.857 0.209
H 2.903 -2.811 1.196 0.669
H 5.128 2.517 1.258 0.496
H 3.234 4.764 -1.645 0.383
H 1.915 2.748 -2.341 0.332
F -2.883 1.631 -4.563 -0.441
C -1.589 1.189 -4.553 0.306
C -1.134 0.423 -3.502 -0.371
C 0.194 -0.035 -3.441 0.032
C 1.003 0.316 -4.547 0.071
C 0.500 1.088 -5.585 1.059
F 1.309 1.462 -6.632 -0.419
C -0.796 1.558 -5.624 -1.141
C 2.397 -0.185 -4.605 -0.449
C 2.946 -0.705 -5.786 -0.710
C 4.216 -1.248 -5.756 -0.609
C 4.914 -1.258 -4.552 -0.801
C 4.295 -0.709 -3.441 -0.167
N 3.078 -0.184 -3.460 0.499
H -1.850 0.192 -2.717 0.555
H -1.155 2.178 -6.432 0.468
H 2.357 -0.697 -6.691 0.434
H 4.648 -1.674 -6.654 0.364
H 5.907 -1.682 -4.468 0.384
H 4.804 -0.694 -2.480 0.283
C -4.468 0.264 3.784 -2.099
C -3.675 0.650 2.544 1.467
C -4.438 1.624 1.654 -1.597
O -3.365 -0.520 1.846 -0.138
C -2.093 -0.357 1.198 -1.076
C -1.370 0.610 2.168 -0.367
O -2.439 1.195 2.953 -0.314
C -0.434 1.706 1.564 1.481
O 0.452 1.133 0.727 -0.750
C -1.304 2.777 0.862 -0.295
C -1.453 2.706 -0.520 -0.303
C -2.260 3.604 -1.204 -0.667
C -2.913 4.617 -0.514 -0.700
C -2.745 4.720 0.861 -0.791
C -1.954 3.804 1.539 0.069
C 0.342 2.414 2.698 -0.220
C 1.411 3.213 2.288 -0.201
C 2.221 3.861 3.200 -0.573
C 1.985 3.717 4.565 -0.653
C 0.931 2.926 4.986 -0.858
C 0.110 2.283 4.061 -0.214
C -1.471 -1.790 0.884 2.491
O -0.462 -1.666 0.006 -0.627
C -0.972 -2.387 2.225 -0.416
C -1.685 -3.219 3.080 0.023
C -1.126 -3.685 4.267 -0.965
C 0.157 -3.313 4.633 -0.725
C 0.877 -2.472 3.792 -0.478
C 0.321 -2.027 2.605 -0.503
C -2.579 -2.737 0.276 0.293
C -2.222 -3.379 -0.908 -0.970
C -3.074 -4.267 -1.549 -0.749
C -4.324 -4.546 -1.021 -0.397
C -4.701 -3.922 0.159 -1.205
C -3.844 -3.035 0.796 -0.092
H -5.407 -0.218 3.504 0.347
H -4.695 1.147 4.383 0.386
H -3.868 -0.429 4.373 0.446
H -5.399 1.187 1.371 0.420
H -3.871 1.843 0.749 0.203
H -4.614 2.566 2.175 0.355
H -2.223 0.116 0.217 0.078
H -0.748 0.045 2.864 1.366
H -0.920 1.933 -1.058 0.129
H -2.375 3.504 -2.278 0.413
H -3.545 5.322 -1.043 0.373
H -3.242 5.514 1.410 0.373
H -1.840 3.887 2.613 0.429
H 1.592 3.290 1.223 0.170
H 3.047 4.470 2.849 0.427
H 2.623 4.215 5.287 0.355
H 0.735 2.799 6.046 0.405
H -0.716 1.679 4.415 0.387
H -2.687 -3.531 2.821 0.420
H -1.706 -4.344 4.905 0.398
H 0.589 -3.668 5.562 0.367
H 1.871 -2.138 4.074 0.389
H 0.846 -1.356 1.935 0.145
H -1.247 -3.149 -1.311 0.377
H -2.749 -4.730 -2.475 0.449
H -4.997 -5.234 -1.522 0.357
H -5.677 -4.119 0.591 0.382
H -4.181 -2.557 1.702 0.391
C 2.321 -3.543 -1.875 -0.501
C 1.755 -3.557 -3.283 0.075
O 0.381 -3.228 -3.316 -0.577
H 3.362 -3.885 -1.862 0.549
H 1.723 -4.182 -1.223 0.291
H 2.301 -2.534 -1.465 -0.246
H 1.838 -4.561 -3.714 0.393
H 2.333 -2.886 -3.927 -0.188
H 0.277 -2.311 -2.975 -0.038
```

Formula: C28H35N5P2SeSn
Source: the Open Molecules 2025 dataset
Level of theory: the ωB97M-V functional and the def2-TZVPD basis

Summary:
- multiplicity = 1
- charge = +2

```
72
Properties=species:S:1:pos:R:3:mulliken_charge:R:1
Sn 1.272 -2.242 -0.426 0.933
C -0.026 -3.008 -2.777 -0.878
C -0.669 -1.834 -3.008 -0.275
C -2.097 -1.592 -2.631 -0.976
C -2.498 -2.240 -1.307 -1.743
C -1.455 -2.249 -0.239 0.157
C -0.576 -3.316 0.148 0.019
C -0.454 -4.555 -0.776 -0.841
C -0.689 -4.283 -2.281 -0.687
C 2.498 -0.987 1.316 -0.838
H 0.955 -3.193 -3.235 0.553
H -0.257 -1.108 -3.717 1.076
H -2.747 -1.955 -3.448 0.438
H -2.284 -0.508 -2.583 0.388
H -3.323 -1.623 -0.910 0.465
H -2.977 -3.220 -1.466 0.461
H -1.731 -1.594 0.588 0.608
H -0.592 -3.545 1.199 0.415
H -1.200 -5.266 -0.369 0.417
H 0.531 -5.056 -0.704 0.335
H -0.211 -5.112 -2.844 0.454
H -1.771 -4.350 -2.496 0.327
H 3.588 -0.949 1.100 0.399
H 2.338 -1.561 2.248 0.401
H 2.261 0.080 1.523 0.240
P -0.204 0.658 1.988 -0.295
P 1.085 2.624 -0.399 -0.114
N -0.956 -0.908 2.844 0.551
N -1.162 1.655 2.983 0.782
N 1.809 1.133 -1.268 0.452
N 1.257 3.581 -1.858 0.444
C -1.055 0.875 0.368 0.815
C -0.687 2.111 -0.490 -1.400
C -0.157 -1.905 3.408 -0.699
C -0.955 -2.925 3.921 -0.751
C -2.317 -2.568 3.661 -0.766
C -2.282 -1.332 2.997 -0.463
C -0.833 1.855 4.328 -0.623
C -1.629 2.851 4.851 -0.646
C -2.482 3.299 3.801 -0.803
C -2.178 2.555 2.671 -0.434
C 3.062 0.594 -1.021 -0.395
C 3.326 -0.460 -1.867 -1.275
C 2.168 -0.632 -2.668 -0.972
C 1.238 0.332 -2.247 0.016
C 0.830 3.331 -3.169 -0.031
C 1.264 4.355 -4.000 -0.752
C 2.029 5.256 -3.186 -0.587
C 2.051 4.736 -1.906 -0.229
H -2.144 0.824 0.494 1.265
H -0.774 -0.006 -0.233 -1.609
H -1.022 1.976 -1.528 0.500
H -1.247 2.977 -0.132 0.607
H 0.897 -1.808 3.401 0.597
H -0.581 -3.807 4.422 0.508
H -3.170 -3.150 3.935 0.510
H -3.120 -0.748 2.649 0.521
H -0.020 1.287 4.729 0.456
H -1.579 3.196 5.850 0.505
H -3.199 4.092 3.858 0.486
H -2.559 2.602 1.677 0.520
H 3.711 1.071 -0.283 0.566
H 4.152 -1.151 -1.776 0.472
H 2.045 -1.306 -3.512 0.755
H 0.287 0.553 -2.668 0.312
H 0.223 2.466 -3.421 0.301
H 1.088 4.448 -5.060 0.451
H 2.511 6.178 -3.505 0.442
H 2.495 5.069 -0.985 0.205
Se 2.414 4.191 1.586 0.068
C 3.822 3.025 1.861 0.310
N 4.662 2.217 1.993 -0.419
```

Formula: C29H12F5MnN6O5S
Source: the Open Molecules 2025 dataset
Level of theory: the ωB97M-V functional and the def2-TZVPD basis

Summary:
- multiplicity = 6
- charge = -1
- expectation value of S² = 8.75

```
59
Properties=species:S:1:pos:R:3:mulliken_spin:R:1
Mn -0.382 0.617 -2.246 4.763
C 1.457 4.662 -1.472 0.001
C 0.999 3.511 -2.104 0.007
N 0.670 2.444 -1.394 0.024
C 0.771 2.503 -0.066 -0.024
C 1.224 3.663 0.545 -0.002
N 1.572 4.739 -0.155 0.003
C 0.373 1.282 0.685 0.021
C 0.670 1.094 2.027 -0.012
C 0.328 -0.111 2.628 0.000
C -0.321 -1.071 1.867 0.002
C -0.591 -0.806 0.530 -0.004
N -0.243 0.348 -0.030 0.020
C -1.246 -1.795 -0.371 -0.010
C -1.725 -3.024 0.068 0.002
N -2.281 -3.902 -0.759 0.000
C -2.352 -3.557 -2.037 0.002
C -1.874 -2.336 -2.494 0.008
N -1.336 -1.463 -1.660 0.024
C 0.688 -0.382 4.039 0.000
C 0.668 0.625 4.998 0.001
C 1.022 0.319 6.302 0.000
N 1.391 -0.895 6.702 0.001
C 1.415 -1.852 5.778 0.000
C 1.075 -1.652 4.450 0.001
H 1.729 5.535 -2.051 0.000
H 0.888 3.433 -3.179 0.003
H 1.303 3.746 1.621 -0.001
H 1.220 1.837 2.584 -0.001
H -0.608 -2.011 2.314 -0.001
H -1.663 -3.320 1.107 -0.001
H -2.798 -4.268 -2.721 0.000
H -1.912 -2.055 -3.539 0.004
H 0.354 1.630 4.746 0.000
H 1.004 1.090 7.064 0.000
H 1.729 -2.834 6.114 0.000
H 1.157 -2.469 3.745 0.000
O -4.729 3.864 -5.210 0.005
C -3.892 3.210 -4.635 0.003
C -2.607 2.664 -5.235 0.004
O -2.234 2.820 -6.383 0.001
C -1.943 1.946 -4.148 -0.014
C -2.696 2.033 -2.955 0.002
O -2.287 1.499 -1.861 0.055
C -3.926 2.795 -3.174 0.007
O -4.805 3.063 -2.375 0.004
O -0.821 1.318 -4.192 0.055
F 2.500 -3.729 2.100 0.000
C 2.337 -3.079 0.934 0.006
C 2.722 -1.757 0.811 -0.004
F 3.248 -1.125 1.873 0.000
C 2.526 -1.091 -0.382 0.008
F 2.849 0.206 -0.407 0.000
C 1.946 -1.681 -1.508 0.020
S 1.629 -0.793 -2.975 0.018
C 1.601 -3.027 -1.346 0.000
F 1.032 -3.699 -2.354 -0.001
C 1.778 -3.716 -0.159 -0.001
F 1.398 -4.996 -0.053 0.000
```

Formula: C25H36CuF5GeN3O2S2
Source: the Open Molecules 2025 dataset
Level of theory: the ωB97M-V functional and the def2-TZVPD basis

Summary:
- multiplicity = 2
- charge = +2
- expectation value of S² = 0.79

```
75
Properties=species:S:1:pos:R:3:mulliken_spin:R:1
Cu 0.103 0.391 -0.256 0.324
O 6.479 2.621 -0.270 0.000
C 6.238 1.250 -0.126 0.001
C 4.769 0.983 -0.230 0.001
C 4.279 -0.314 -0.390 0.014
C 2.915 -0.499 -0.458 -0.026
N 2.048 0.506 -0.391 0.020
C 2.494 1.764 -0.257 0.001
C 3.856 2.029 -0.171 -0.002
C 1.464 2.806 -0.201 0.024
C 1.759 4.159 -0.158 -0.001
C 0.731 5.094 -0.058 0.001
C 1.089 6.556 0.043 0.000
O 2.150 6.894 -0.808 0.000
C -0.576 4.623 -0.054 0.005
C -0.802 3.259 -0.135 0.002
N 0.186 2.373 -0.192 0.057
H 7.426 2.793 -0.243 0.000
H 6.575 0.889 0.860 0.000
H 6.767 0.661 -0.890 0.000
H 4.957 -1.148 -0.469 0.001
H 2.495 -1.493 -0.582 0.025
H 4.238 3.031 -0.066 0.001
H 2.775 4.516 -0.202 -0.001
H 1.457 6.730 1.063 0.000
H 0.207 7.186 -0.106 0.000
H 1.820 7.128 -1.682 0.000
H -1.411 5.302 0.004 0.000
H -1.813 2.883 -0.161 0.002
F -2.636 0.862 -0.839 0.009
C -1.901 0.209 0.106 0.181
F -2.200 0.822 1.291 0.004
C -2.468 -1.222 0.183 -0.007
F -3.753 -1.325 0.444 0.005
F -1.814 -1.960 1.125 0.001
F -2.239 -1.896 -0.968 -0.001
C -1.110 -7.531 -2.560 0.003
C -2.177 -6.515 -2.171 0.008
C -1.736 -5.525 -1.074 0.005
C -0.670 -4.611 -1.636 0.057
Ge 0.097 -3.238 -0.245 0.351
C 0.899 -3.436 1.671 0.083
C 0.682 -4.789 2.309 0.005
C 1.383 -5.900 1.528 0.007
C 1.043 -7.272 2.093 -0.001
H -1.555 -8.304 -3.182 0.000
H -0.686 -8.012 -1.681 0.000
H -0.306 -7.080 -3.137 -0.002
H -3.046 -7.048 -1.784 0.001
H -2.497 -5.954 -3.052 -0.001
H -1.358 -6.086 -0.215 -0.001
H -2.603 -4.940 -0.754 0.001
H -1.047 -4.012 -2.469 -0.001
H 0.219 -5.164 -1.952 0.001
H 0.154 -1.156 -0.438 -0.149
H 0.452 -2.620 2.242 -0.007
H 1.964 -3.231 1.544 0.000
H -0.384 -5.012 2.395 0.000
H 1.087 -4.757 3.324 0.010
H 2.464 -5.741 1.563 0.002
H 1.074 -5.841 0.471 -0.010
H 1.374 -7.341 3.126 0.001
H 1.538 -8.057 1.526 0.000
H -0.031 -7.444 2.064 0.000
S 0.927 0.480 2.872 -0.004
C 0.473 0.090 4.419 0.000
N -0.103 0.921 5.278 0.000
C -0.491 0.400 6.574 0.000
C 0.330 -0.866 6.792 0.000
S 0.744 -1.481 5.120 0.000
H -0.399 1.844 4.994 0.000
H -1.568 0.184 6.584 0.000
H -0.275 1.143 7.345 0.000
H -0.214 -1.637 7.331 0.000
H 1.273 -0.666 7.302 0.000
```

Formula: C12H24Br2ClCsIMgN4NaO8PS
Source: the Open Molecules 2025 dataset
Level of theory: the ωB97M-V functional and the def2-TZVPD basis

Summary:
- multiplicity = 1
- charge = +1

```
57
Properties=species:S:1:pos:R:3:mulliken_charge:R:1
O 1.067 1.589 2.635 -0.405
C 0.503 1.830 1.635 0.245
I 0.174 0.314 0.069 -0.106
C -0.129 3.284 1.312 -0.617
C -1.672 3.088 1.194 0.588
C -2.520 3.502 0.028 -0.921
C -3.899 3.115 0.258 0.122
N -4.315 2.491 1.363 0.692
P -6.062 2.021 1.445 0.160
S -6.699 1.349 -0.241 -0.319
N -3.648 2.143 2.440 -0.658
C -2.370 2.460 2.300 -0.400
H 0.159 4.006 2.123 0.356
H 0.279 3.707 0.364 0.382
H -2.133 4.010 -0.872 0.517
H -4.645 3.354 -0.534 0.379
H -6.178 0.990 2.430 0.173
H -6.789 3.132 1.963 0.147
H -1.732 2.189 3.181 0.438
C -0.764 -3.408 -1.714 0.757
O -0.801 -2.340 -2.353 -0.469
N -0.589 -3.455 -0.369 -0.229
N -0.894 -4.614 -2.316 -0.417
H -0.556 -4.307 0.159 0.161
H -0.489 -2.581 0.115 -0.056
H -1.025 -4.618 -3.313 0.242
H -0.866 -5.489 -1.825 0.157
O -7.084 -2.089 0.863 -0.557
H -6.282 -2.564 0.561 0.327
H -7.048 -1.253 0.386 0.283
Br -0.235 -0.724 -3.546 -0.867
C -0.280 -1.475 4.131 0.815
O -0.942 -0.390 4.346 -0.495
O 0.573 -1.320 3.078 -0.381
O -0.314 -2.562 4.696 -0.669
H 0.302 -0.391 2.941 0.173
C 3.345 -0.739 -2.846 -0.701
O 3.898 0.524 -2.468 -0.123
C 4.568 0.483 -1.207 -0.271
C 6.065 0.361 -1.399 -0.356
O 6.420 -0.877 -2.001 -0.377
C 6.649 -0.771 -3.397 -0.435
H 3.127 -0.712 -3.912 0.242
H 4.034 -1.563 -2.649 0.355
H 2.413 -0.903 -2.303 0.252
H 4.181 -0.327 -0.583 0.339
H 4.354 1.428 -0.697 0.244
H 6.551 0.390 -0.420 0.407
H 6.447 1.213 -1.993 0.097
H 7.640 -0.343 -3.577 0.317
H 5.884 -0.150 -3.896 0.009
H 6.612 -1.772 -3.825 0.283
Mg 5.640 1.908 -3.747 0.143
Br -2.107 0.162 6.221 -0.261
Na -2.613 -2.232 6.003 0.807
Cl -5.040 -2.400 1.969 -0.572
Cs -0.543 1.262 -2.306 1.057
```

Results for energy relative to the best compared isomer or geometry (same formula, charge and spin): 14.55 5.08 17.46 8.30 0.00 65.11 106.77 (in kcal per mole, following the order of the records).